33
Properties=species:S:1:pos:R:3:forces:R:3 method="wB97M-V/def2-TZVPD" lumo_energy_ha=0.02855 total_charge=0 fmax_ev_per_a=4.74 smiles="CCN(C)C(C)=O.Cc1ccccc1" e_tot_ev=-16287.44395 homo_lumo_gap_ev=9.666
C 2.26370 2.15209 -2.15637 -1.299 -1.812 1.118
C 2.52604 1.31215 -0.85573 -1.060 2.429 1.718
N 1.50222 0.27478 -0.44036 0.830 -1.515 -4.418
C 0.10969 0.67961 -0.90630 1.139 0.817 3.803
C 1.94901 -1.00521 -0.98804 -0.888 0.872 0.678
C 1.00546 -1.87505 -1.81735 -1.055 -1.264 -0.049
O 3.03833 -1.39081 -0.66463 0.496 -0.457 -0.314
H 1.44396 2.85511 -1.94503 0.767 0.217 -0.479
H 1.93083 1.49151 -2.95722 -0.162 -0.095 -0.082
H 3.18436 2.54592 -2.50468 0.684 0.969 -0.042
H 3.57653 1.08269 -0.79654 0.013 -1.401 -0.123
H 2.45976 2.01166 0.01473 0.026 0.044 -0.727
H 0.03128 1.61688 -1.43809 -0.016 -0.652 -1.153
H -0.58350 -0.14266 -0.97207 0.168 -0.016 -1.186
H -0.16751 1.02003 0.08840 -0.950 0.525 0.187
H 0.06049 -2.15178 -1.31880 0.433 0.506 0.231
H 0.64600 -1.59011 -2.80437 0.329 1.090 0.019
H 1.40665 -2.85994 -2.03679 0.826 0.039 0.379
C -3.28932 -0.60645 0.11270 -0.698 -1.946 -1.239
C -2.24085 -0.45678 1.14128 -1.038 0.618 0.645
C -2.42698 0.48615 2.13611 0.834 -0.037 1.714
C -1.51049 0.54481 3.23591 -1.272 -0.272 -1.737
C -0.35172 -0.20731 3.13342 1.990 -0.390 -0.774
C -0.09639 -1.08431 2.05796 -1.466 1.109 0.530
C -1.10859 -1.21686 1.13090 1.033 -1.814 -0.489
H -2.89072 -1.13700 -0.76888 0.309 0.896 -0.212
H -3.69536 0.36908 -0.11880 -0.403 -0.068 -0.382
H -4.09558 -1.38679 0.28367 0.502 1.284 0.798
H -3.28682 1.16436 2.12106 0.184 -0.425 0.075
H -1.86164 1.12171 4.07709 0.740 0.327 0.206
H 0.61063 -0.09015 3.63513 -0.878 0.407 1.224
H 0.86586 -1.56712 1.98464 -0.080 -0.164 -0.090
H -1.00530 -1.96022 0.33704 -0.037 0.179 0.172


43
Properties=species:S:1:pos:R:3:forces:R:3 method="wB97M-V/def2-TZVPD" lumo_energy_ha="0.00257 / 0.00858" s2=0.75 total_charge=0 fmax_ev_per_a=1.40 multiplicity=2 e_tot_ev=-139611.15132 homo_lumo_gap_ev="8.297 / 8.576"
Ti -0.08216 -0.18114 0.54903 0.572 -0.388 -0.858
F -3.40801 -2.77118 -0.29751 -0.114 0.050 -0.007
C -3.31314 -2.27715 0.93084 0.157 -0.151 0.022
F -3.46128 -0.96713 0.89934 -0.004 0.115 0.002
F -4.22612 -2.82132 1.71721 -0.126 0.039 -0.067
S -1.65611 -2.77037 1.58285 0.515 0.097 -0.005
O -0.67659 -2.10260 0.67210 -0.971 -0.900 0.449
O -1.67356 -4.18663 1.54022 0.188 0.046 0.106
N -1.55175 -2.20904 3.04996 -0.096 0.136 -0.069
S -1.11561 -0.73609 3.40310 -0.162 -0.036 -0.246
O -1.64394 -0.29131 4.63746 -0.088 0.063 -0.102
O -1.20031 0.16102 2.22979 -0.309 -0.459 1.080
C 0.71391 -0.84104 3.61885 -0.186 -0.106 -0.109
F 1.04444 -1.50967 4.69495 0.117 -0.113 0.059
F 1.20312 -1.48320 2.51931 0.125 0.230 0.134
F 1.22719 0.37398 3.64060 0.086 0.021 0.106
Cl -1.51186 5.19366 -3.14378 0.054 -0.041 0.057
C -0.77196 4.10192 -2.03174 -0.087 -0.013 -0.047
C 0.43053 4.43267 -1.41402 0.050 0.018 0.018
Cl 1.20789 5.93367 -1.75498 -0.038 -0.049 0.008
C 1.02034 3.53881 -0.51284 0.125 0.179 0.047
Cl 2.52359 3.87214 0.26705 -0.064 0.030 -0.055
C 0.39490 2.34324 -0.23478 0.199 -0.218 0.216
O 0.86377 1.39971 0.61274 0.371 1.128 -0.169
C -0.80000 1.99585 -0.87592 -0.117 -0.327 -0.007
O -1.26575 0.77760 -0.57344 -0.129 0.585 -0.269
C -1.38692 2.87298 -1.76558 -0.106 0.107 -0.161
Cl -2.85316 2.38612 -2.53226 0.062 0.072 -0.001
C 3.24048 -0.62695 0.24310 0.061 -0.044 0.042
C 2.56411 -0.40989 -1.08433 -0.169 -0.050 0.045
O 1.18553 -0.86270 -1.04683 0.034 -0.145 -0.270
C 0.64968 -0.96898 -2.39882 0.035 0.027 0.204
C -0.64535 -1.73550 -2.43010 -0.055 -0.065 -0.026
H 4.30325 -0.41550 0.11858 0.000 0.007 0.047
H 3.14160 -1.66490 0.56475 0.001 0.004 -0.014
H 2.86472 0.04173 1.01566 -0.020 0.021 -0.023
H 3.06305 -0.99398 -1.85598 0.037 -0.034 -0.075
H 2.56860 0.64016 -1.37821 0.026 0.089 0.012
H 1.40164 -1.49081 -2.98842 0.086 -0.014 -0.052
H 0.53796 0.04282 -2.79069 -0.053 0.071 -0.037
H -0.52256 -2.72666 -1.99491 0.002 -0.003 -0.001
H -0.93108 -1.85509 -3.47651 -0.028 -0.006 0.017
H -1.45306 -1.20926 -1.92582 0.021 0.028 -0.001


21
Properties=species:S:1:pos:R:3:forces:R:3 method="wB97M-V/def2-TZVPD" lumo_energy_ha="0.00374 / -0.00340" s2=12.02 total_charge=0 fmax_ev_per_a=2.34 multiplicity=7 e_tot_ev=-37075.16701 homo_lumo_gap_ev="4.145 / 6.025"
C -1.23891 -2.30681 -0.91089 -0.454 0.408 -0.192
C -1.93381 -2.17572 0.32208 0.093 0.180 0.176
C -2.57118 -0.89874 0.32713 0.184 0.157 -0.184
C -2.31853 -0.26626 -0.93988 -0.135 -0.242 0.846
C -1.50558 -1.13248 -1.69459 0.210 -0.665 0.073
Eu 0.11610 -0.64125 0.80249 -0.536 0.364 0.300
P 2.67759 -0.52907 -0.62048 2.278 -0.131 -0.531
H -0.67956 -3.17872 -1.23735 -0.115 0.148 0.022
H -1.83011 -2.85108 1.19120 -0.338 0.316 -0.669
H -3.09941 -0.44407 1.17908 0.113 -0.353 -0.577
H -1.25580 -1.02192 -2.75737 0.053 0.075 0.622
H -2.76724 0.67457 -1.28137 0.365 -0.449 0.214
H 3.23000 -0.34430 -1.96201 -0.399 -0.094 0.784
H 3.38348 -1.78111 -0.32511 -0.463 0.736 -0.166
H 3.69033 0.29844 0.04073 -0.803 -0.584 -0.494
C 1.19790 3.00266 1.56395 -0.372 -0.282 -0.293
O 0.13911 2.01499 1.12610 1.130 0.720 -0.443
H 1.83037 2.55426 2.33737 -0.131 -0.203 -0.405
H 0.87573 3.98238 1.98764 -0.920 -1.052 -0.321
H 1.77260 3.30321 0.69574 0.310 -0.326 -0.141
H 0.28690 1.74102 0.15555 -0.069 1.278 1.380


4
Properties=species:S:1:pos:R:3:forces:R:3 method="wB97M-V/def2-TZVPD" lumo_energy_ha=-0.05733 total_charge=0 fmax_ev_per_a=2.20 e_tot_ev=-15652.13257 homo_lumo_gap_ev=7.906
Li 13.51291 3.01346 23.68649 -0.553 -1.463 -0.898
Li 14.80740 1.23060 25.52846 -1.222 -0.022 -0.710
Cl 12.06628 2.25905 25.42258 1.591 0.106 -0.102
F 14.14650 1.44965 22.61210 0.184 1.378 1.710


106
Properties=species:S:1:pos:R:3:forces:R:3 method="wB97M-V/def2-TZVPD" lumo_energy_ha="0.08155 / 0.02958" s2=6.06 total_charge=-1 fmax_ev_per_a=0.99 multiplicity=5 e_tot_ev=-81397.51962 homo_lumo_gap_ev="3.799 / 4.746"
Pd 0.35863 -0.36672 -0.37311 0.608 0.174 0.598
C 3.88947 0.27200 0.83453 -0.290 -0.130 0.045
N 3.82914 1.51338 0.08396 0.141 0.087 -0.033
C 5.11968 2.17814 0.05098 -0.075 0.073 0.005
C 2.69794 2.32176 0.16719 -0.165 0.039 -0.050
N 1.50486 1.86145 -0.01320 0.052 -0.612 -0.051
C 0.46600 2.79287 -0.14314 -0.379 0.911 0.010
C 0.60503 3.83796 -1.07037 -0.022 -0.450 0.048
C -0.18828 4.96864 -0.98275 -0.102 0.187 0.057
C -1.04810 5.11972 0.09026 0.104 -0.037 -0.173
C -1.30636 4.03758 0.95640 -0.024 0.079 -0.076
C -2.17979 4.17199 2.05943 -0.128 0.140 0.195
C -2.50098 3.06346 2.83338 -0.008 -0.108 -0.043
C -2.13862 1.80470 2.40445 0.074 0.002 0.156
C -1.33093 1.62006 1.25711 -0.011 0.007 0.503
N -1.38935 0.39592 0.59158 -0.373 -0.107 -0.506
C -2.58831 -0.14768 0.46797 0.079 0.185 -0.146
N -3.78591 0.56460 0.49349 0.120 -0.166 -0.025
C -4.86785 0.20226 1.37750 0.035 -0.027 -0.009
C -3.91078 1.90660 -0.02576 0.016 0.127 -0.042
N -2.71039 -1.51054 0.10326 -0.352 0.061 0.164
C -2.63983 -2.48610 1.18655 0.097 0.081 0.026
C -3.76102 -1.77178 -0.87091 0.061 0.001 -0.047
C -0.68139 2.77238 0.69650 0.255 0.044 -0.243
N 2.98878 3.66300 0.53963 -0.165 -0.068 -0.087
C 3.42465 4.65593 -0.41960 0.158 0.039 0.051
C 2.19447 4.22181 1.61604 -0.047 0.107 0.145
H 4.32698 0.44934 1.82722 0.006 0.002 0.004
H 4.50859 -0.44980 0.29832 0.010 -0.009 0.045
H 2.88417 -0.14103 0.96792 0.239 0.060 0.013
H 5.89197 1.41339 -0.02133 -0.046 -0.036 -0.049
H 5.30692 2.78482 0.94508 0.013 -0.028 -0.006
H 5.19651 2.81550 -0.82701 0.140 0.021 0.029
H 1.34653 3.73061 -1.85073 0.044 0.015 0.006
H -0.09455 5.75765 -1.71880 0.054 0.035 -0.019
H -1.57588 6.05200 0.24853 -0.057 0.008 0.005
H -2.56903 5.15290 2.30159 0.005 0.035 -0.010
H -3.08887 3.17628 3.73660 -0.031 0.008 0.035
H -2.47854 0.91968 2.93041 -0.017 -0.067 0.065
H -4.76463 -0.81710 1.73777 0.023 -0.046 -0.038
H -5.82276 0.28433 0.84689 -0.013 -0.012 0.036
H -4.89936 0.87046 2.24923 -0.003 -0.014 0.008
H -3.04939 2.16596 -0.62885 -0.013 0.026 -0.016
H -4.00867 2.65204 0.76938 0.042 -0.037 -0.043
H -4.80008 1.95257 -0.66518 -0.004 -0.014 -0.009
H -3.29503 -2.24785 2.03346 -0.035 -0.009 -0.028
H -1.61717 -2.54164 1.55209 -0.040 -0.027 0.065
H -2.92126 -3.46423 0.79658 0.040 -0.005 0.019
H -4.77775 -1.68897 -0.46946 -0.024 -0.022 0.002
H -3.62054 -2.78207 -1.25917 -0.036 -0.030 -0.009
H -3.64657 -1.06759 -1.69377 -0.068 -0.013 -0.047
H 3.73258 4.19268 -1.35385 0.012 0.000 -0.028
H 4.27086 5.21951 -0.00845 0.039 0.005 -0.071
H 2.61933 5.36125 -0.65106 -0.001 -0.035 0.011
H 1.81260 3.42594 2.25302 0.010 -0.008 0.026
H 1.34604 4.81913 1.26606 0.008 -0.023 -0.017
H 2.84336 4.86563 2.21937 -0.004 0.001 0.027
Te -0.44827 -2.92878 -1.32550 -0.304 -0.484 -0.491
C -1.42092 -4.84290 -1.09690 0.238 0.201 0.203
C -1.26036 -5.64093 0.03285 0.125 0.213 0.105
C -1.72680 -6.94471 0.05182 -0.048 -0.175 0.068
C -2.37442 -7.47379 -1.05386 0.003 0.044 -0.010
C -2.57087 -6.67637 -2.17212 -0.117 -0.171 -0.013
C -2.09992 -5.37619 -2.19154 0.067 0.315 -0.113
H -0.74777 -5.23671 0.89650 0.034 -0.028 0.063
H -1.57876 -7.55958 0.92994 0.029 0.009 0.054
H -2.71807 -8.49990 -1.04641 -0.033 -0.007 0.010
H -3.08131 -7.07791 -3.03811 -0.020 0.014 -0.031
H -2.24421 -4.76256 -3.07254 0.034 -0.021 -0.060
C 2.21772 -1.22596 3.69492 -0.137 -0.049 -0.117
C 0.95535 -1.47372 2.84055 0.007 -0.181 0.079
C -0.25856 -1.16541 3.74852 0.101 -0.024 -0.157
C 0.94425 -2.94662 2.41936 0.020 0.098 0.048
C 0.95031 -0.51662 1.68287 -0.091 0.116 -0.320
H 2.17434 -1.81701 4.61292 0.045 -0.054 0.076
H 2.29721 -0.17241 3.96577 -0.004 0.051 0.027
H 3.11195 -1.50895 3.14109 0.090 -0.005 -0.017
H -0.31395 -1.88032 4.57453 0.007 -0.035 0.048
H -1.18922 -1.20864 3.18561 -0.053 0.017 0.012
H -0.16711 -0.16132 4.16569 -0.048 0.046 -0.029
H 0.64383 -3.59354 3.24664 0.000 -0.038 0.074
H 1.93623 -3.24778 2.08822 0.003 -0.063 -0.018
H 0.26785 -3.09853 1.57937 0.011 -0.066 0.038
H 0.94298 0.51648 2.04929 0.052 -0.053 -0.080
F 2.39557 -2.96030 -0.15079 0.180 -0.055 -0.112
C 2.82128 -2.08348 -1.08878 -0.189 0.191 0.050
C 2.11252 -0.90729 -1.30543 0.371 -0.225 -0.336
C 2.71482 -0.06890 -2.24701 -0.210 -0.042 0.123
F 2.17556 1.12030 -2.55916 0.206 -0.047 -0.096
C 3.88567 -0.37621 -2.92187 0.032 -0.001 0.004
F 4.40849 0.48633 -3.81176 -0.027 -0.066 0.066
C 4.53389 -1.57452 -2.67851 -0.061 0.035 0.068
F 5.66797 -1.88638 -3.32612 -0.091 0.031 0.064
C 3.99352 -2.43492 -1.74250 -0.007 -0.026 0.020
F 4.62032 -3.59118 -1.45711 -0.039 0.062 -0.042
F -1.89648 1.30527 -6.03344 0.043 -0.026 0.043
C -1.39165 0.89942 -4.83347 0.005 0.009 0.080
C -1.73999 1.58277 -3.68961 -0.072 0.054 -0.139
C -1.22728 1.14703 -2.47371 -0.029 -0.069 -0.050
C -0.37614 0.04797 -2.36369 0.009 -0.001 0.474
C -0.03666 -0.58880 -3.56084 -0.011 0.062 0.025
C -0.53394 -0.17894 -4.79109 -0.052 0.030 -0.131
H -2.38892 2.44692 -3.74855 -0.026 0.030 -0.018
H -1.48180 1.72083 -1.59570 0.024 -0.028 0.009
H 0.65160 -1.42707 -3.56610 -0.016 0.012 0.017
H -0.25699 -0.68293 -5.70749 0.001 -0.022 -0.042


44
Properties=species:S:1:pos:R:3:forces:R:3 method="wB97M-V/def2-TZVPD" lumo_energy_ha=-0.00066 total_charge=0 fmax_ev_per_a=2.87 smiles="C[C@H](Cl)[C@H](Cl)[C@@H]1[C@H](B(N)O)[C@@](N=C=O)([PH2]=O)O[C@@]1(C[C@@H](C)Cl)P(O)Cl" e_tot_ev=-94278.52317 homo_lumo_gap_ev=9.162
C 1.81309 3.00213 -0.74163 -0.310 -0.435 0.554
C 0.40044 2.42931 -1.00245 0.777 0.476 -0.478
Cl -0.50456 2.47090 0.53073 -0.253 0.037 -0.220
C 0.43786 1.05174 -1.70026 0.092 0.013 1.094
Cl -0.05854 1.19892 -3.41545 -0.039 0.005 0.087
C -0.19704 -0.16866 -1.01862 -0.044 -0.179 -0.447
C -1.71622 -0.30610 -0.74260 -1.031 -0.507 0.591
B -2.78691 0.70698 -1.35513 -0.106 0.875 0.002
N -3.52369 1.69652 -0.57771 0.685 -0.265 -0.284
O -3.04360 0.66781 -2.72020 -0.266 -0.145 0.355
C -1.84551 -0.71296 0.75467 0.032 0.408 -0.965
N -2.41580 0.28296 1.67940 0.156 -0.525 -0.291
C -1.77076 0.40586 2.70507 0.835 0.140 0.706
O -1.10857 0.55558 3.64698 -0.602 0.177 -0.166
P -2.82982 -2.27632 1.12214 -0.013 -0.256 0.596
O -2.15654 -3.06391 2.15926 0.443 -0.551 0.499
O -0.53825 -1.06798 1.13861 0.144 -0.156 1.623
C 0.49593 -0.76417 0.27290 -0.308 -0.203 -2.847
C 1.70480 -0.04518 0.83211 -0.198 -0.182 1.122
C 2.45045 -0.86445 1.92154 0.760 1.154 -0.123
C 3.85833 -1.30332 1.48313 -0.567 -0.315 0.213
Cl 2.67466 0.25333 3.34925 -0.207 -0.154 0.025
P 1.22638 -2.45044 -0.26050 0.853 -1.138 0.972
O 2.19287 -2.06014 -1.52801 -0.644 0.408 0.321
Cl -0.38581 -3.50699 -1.07679 0.037 0.571 -0.236
H 1.88242 4.04965 -0.99829 0.011 0.161 -0.236
H 1.99409 2.93059 0.32229 0.256 0.047 0.245
H 2.59463 2.42375 -1.22276 0.085 0.105 -0.366
H -0.07346 3.11394 -1.68854 -0.535 0.109 0.043
H 1.48734 0.80408 -1.78028 0.284 -0.074 -0.076
H -0.02755 -0.93878 -1.76730 -0.039 0.081 -0.396
H -1.97122 -1.24191 -1.25184 0.042 -0.079 -0.129
H -4.37912 1.26073 -0.25494 -0.099 0.292 0.511
H -3.75007 2.49429 -1.15720 -0.483 -0.087 -0.153
H -3.34325 -0.20749 -2.97851 0.462 -0.147 -0.456
H -4.07676 -1.84590 1.62562 -0.105 0.276 -0.725
H -3.04054 -3.01785 -0.06725 -0.203 0.513 -0.114
H 1.46561 0.89922 1.30112 -0.500 0.183 -0.139
H 2.38690 0.18542 0.02553 0.204 -0.071 -0.262
H 1.84602 -1.67417 2.29657 -0.108 -0.208 0.124
H 3.87133 -2.38170 1.36717 0.174 -0.175 -0.115
H 4.14502 -0.84400 0.54673 0.045 0.065 -0.241
H 4.57954 -1.01035 2.22973 0.233 -0.112 0.181
H 1.94382 -1.21906 -1.93569 0.049 -0.128 -0.396


Copy entry 4 word for word.
4
Properties=species:S:1:pos:R:3:forces:R:3 method="wB97M-V/def2-TZVPD" lumo_energy_ha=-0.05733 total_charge=0 fmax_ev_per_a=2.20 e_tot_ev=-15652.13257 homo_lumo_gap_ev=7.906
Li 13.51291 3.01346 23.68649 -0.553 -1.463 -0.898
Li 14.80740 1.23060 25.52846 -1.222 -0.022 -0.710
Cl 12.06628 2.25905 25.42258 1.591 0.106 -0.102
F 14.14650 1.44965 22.61210 0.184 1.378 1.710